Here is a 10-piece molecular cluster, C22H63INO13S2 overall at a distorted geometry from the OMol25 dataset. Energies are from the ωB97M-V functional and the def2-TZVPD basis.

Properties
Total charge = -1
HOMO energy = -0.2189 Ha
Kohn-Sham gap = 7.733 eV

CARTESIAN COORDINATES (ANGSTROEM)
1 O -8.134 -2.150 -1.838
2 H 2.710 3.803 4.333
3 O 2.469 8.993 6.231
4 H -2.389 4.352 7.382
5 H -7.029 -0.401 -5.458
6 H 5.415 -5.252 -6.105
7 H -1.003 2.398 1.774
8 H 5.368 -5.718 -3.853
9 H -8.023 1.460 -7.366
10 C 0.020 4.389 -1.978
11 H 3.149 -1.089 -0.462
12 H -6.981 0.066 -7.711
13 S -1.493 -2.760 -0.614
14 H -8.528 0.420 -1.225
15 H 3.458 -4.527 -1.685
16 O 1.532 0.731 3.208
17 H 2.235 -4.109 2.166
18 H -6.958 -0.092 -0.619
19 C -0.362 2.082 2.602
20 H 1.372 5.672 4.430
21 O 5.136 -4.812 -4.120
22 H 3.000 -5.821 -6.504
23 C 4.629 -4.874 -5.445
24 C 2.035 5.382 5.252
25 C 2.426 -4.473 -1.090
26 H -0.732 4.123 -2.726
27 H -9.041 -1.896 -1.595
28 I -3.924 -3.160 -0.787
29 H 0.875 3.669 5.874
30 C -7.767 0.444 -7.051
31 C 2.176 -1.773 -0.535
32 H 1.341 1.603 1.368
33 H 0.262 0.228 1.677
34 H -6.514 -1.311 -2.762
35 H 3.509 -9.478 -9.475
36 H 1.820 -1.756 -1.649
37 H 4.373 -3.858 -5.760
38 H 1.612 -4.150 -1.902
39 H 3.597 -3.261 0.445
40 C -7.532 -1.033 -2.475
41 H -8.095 -0.801 -3.384
42 C 5.138 -8.531 -8.416
43 H 1.222 -2.536 1.877
44 H 2.629 -5.389 -4.818
45 C 3.915 -9.423 -8.461
46 H 1.186 2.590 -2.213
47 H -2.709 4.987 8.991
48 H 4.269 9.873 5.788
49 H 4.147 9.428 8.264
50 H 3.653 -6.779 -5.155
51 C -8.990 -0.449 -7.096
52 C 0.708 1.124 2.121
53 H 3.138 -9.046 -7.789
54 H -0.334 5.079 9.329
55 H 4.045 7.700 7.949
56 H -9.396 -0.503 -8.110
57 O -0.989 -2.028 -1.919
58 H -3.364 3.399 8.526
59 H -0.047 2.491 -0.941
60 C 1.535 -3.565 1.368
61 O 1.661 3.518 -0.453
62 H 0.761 5.048 -2.441
63 H 4.162 -10.436 -8.125
64 C -7.512 0.152 -1.531
65 H 1.956 4.293 7.113
66 H -7.047 1.020 -2.006
67 H 0.962 0.299 3.867
68 H 5.534 8.584 7.536
69 H -1.345 3.124 9.998
70 O -1.166 -1.794 0.556
71 H 2.232 9.709 6.845
72 C 3.406 -5.766 -5.490
73 H -8.744 -1.461 -6.760
74 O -7.261 0.505 -5.726
75 S 0.004 -4.599 1.061
76 H 4.882 -7.515 -8.731
77 H 4.165 8.128 5.484
78 C 1.283 4.590 6.302
79 H -1.030 2.494 8.369
80 O -0.138 4.281 8.808
81 C -2.504 4.067 8.433
82 H 0.462 5.178 6.720
83 H -0.984 1.613 3.371
84 C 0.686 3.150 -1.417
85 O 3.099 4.603 4.726
86 C 4.442 8.643 7.560
87 C 3.887 8.925 6.179
88 C -1.243 3.400 8.943
89 H 2.163 -5.546 -0.638
90 H 0.092 2.968 3.056
91 H 5.924 -8.909 -9.076
92 O 5.645 -8.469 -7.091
93 N -0.766 -4.342 -0.486
94 H 1.205 4.006 0.254
95 C 2.471 -3.295 0.050
96 H -9.768 -0.071 -6.424
97 O -0.998 -4.319 2.248
98 H 5.877 -9.375 -6.823
99 H 2.460 6.290 5.689
100 H 1.364 -1.221 0.133
101 O 0.416 -6.113 1.236
102 H -0.464 4.963 -1.181

These are the Mulliken partial charges, in e, on atoms 1 to 8: number 1, O, carries -0.528; number 2, H, carries 0.320; number 3, O, carries -0.512; number 4, H, carries 0.250; number 5, H, carries 0.264; number 6, H, carries 0.227; number 7, H, carries 0.317; number 8, H, carries 0.285